## a
13
Properties=species:S:1:pos:R:3 method="wB97M-V/def2-TZVPD" orbital_gap_ev=9.0 mol_weight_g_mol=105.166 lumo_ev=0.8 homo_ha=-0.301
S 1.936 -2.557 -1.082
N -0.315 0.945 0.020
N 1.140 -1.195 -0.413
N -0.908 -0.312 0.392
C -1.274 2.002 0.177
C -0.065 -1.293 0.265
H -1.666 1.969 1.183
H -0.337 -2.280 0.606
H -2.138 1.713 -0.500
H 0.547 1.035 0.580
H 2.915 -2.700 -0.134
H -0.944 3.029 -0.074
H 1.108 -0.355 -1.021



## b
13
Properties=species:S:1:pos:R:3 method="wB97M-V/def2-TZVPD" orbital_gap_ev=9.4 mol_weight_g_mol=105.166 lumo_ev=0.7 homo_ha=-0.318
S 2.409 -0.206 -0.152
N -1.659 -0.505 -0.154
N -1.088 0.909 -0.170
N 0.824 -0.235 0.250
C 0.190 0.885 0.171
C -3.139 -0.282 0.038
H 0.818 1.863 0.223
H 3.195 -0.561 0.986
H -3.573 -1.349 0.410
H -3.218 0.588 0.779
H 0.235 -0.942 -0.407
H -3.637 -0.098 -0.926
H -1.213 -1.014 0.627



Ranked by calculated energy, most stable first: a, b.



## a
12
Properties=species:S:1:pos:R:3 method="wB97M-V/def2-TZVPD" orbital_gap_ev=11.0 mol_weight_g_mol=99.097 lumo_ev=0.9 homo_ha=-0.371
N -2.015 -2.848 1.439
N 0.039 -1.902 1.046
N 0.184 0.201 -1.054
N 0.595 0.531 2.360
N -0.979 -2.435 1.345
C -0.490 0.898 0.030
C 0.086 0.659 1.342
H 1.158 0.481 -1.108
H 0.856 -1.922 1.633
H -1.544 0.598 0.042
H 0.161 -0.801 -0.888
H -0.440 1.977 -0.164



## b
12
Properties=species:S:1:pos:R:3 method="wB97M-V/def2-TZVPD" orbital_gap_ev=10.4 mol_weight_g_mol=99.097 lumo_ev=0.5 smiles=Cc1nnnn1N homo_ha=-0.363
N 1.164 1.031 0.953
N -0.719 1.181 -1.785
N -0.901 -0.075 -1.678
N 0.253 0.712 -0.022
N 0.082 1.692 -0.976
C -0.612 -1.521 0.322
C -0.281 -0.368 -0.533
H 0.394 -1.939 0.931
H 0.887 2.073 1.256
H 2.119 0.873 0.480
H -1.255 -1.315 1.220
H -1.131 -2.344 -0.168



Ranked by calculated energy, most stable first: a, b.



## a
21
Properties=species:S:1:pos:R:3 method="wB97M-V/def2-TZVPD" orbital_gap_ev=9.6 total_charge=+1 mol_weight_g_mol=117.172 lumo_ev=-3.0 homo_ha=-0.464
O 3.021 1.668 -1.012
N -0.532 0.899 0.995
N -3.436 -0.517 -0.813
C 2.279 0.475 -0.733
C -1.498 -0.103 0.481
C -2.550 0.333 -0.261
C 2.177 -0.149 0.504
C 1.388 -1.432 0.568
H 0.691 -1.501 1.411
H 2.032 -2.324 0.604
H -1.286 -1.124 0.639
H 2.996 1.778 -1.969
H -3.737 -0.248 -1.743
H 0.323 0.848 0.458
H 1.796 0.042 -1.578
H 0.747 -1.487 -0.322
H -3.265 -1.519 -0.804
H -0.892 1.797 0.719
H -2.772 1.384 -0.513
H -0.275 0.942 1.994
H 2.791 0.240 1.376



## b
21
Properties=species:S:1:pos:R:3 method="wB97M-V/def2-TZVPD" orbital_gap_ev=9.6 total_charge=+1 mol_weight_g_mol=117.172 lumo_ev=-3.4 smiles="[NH3+]CCNCCC=O" homo_ha=-0.480
O 1.106 -1.519 -2.307
N 0.037 -0.049 0.004
N -1.910 1.819 -0.104
C 1.979 -1.628 -1.485
C 1.388 -0.232 0.553
C -2.262 0.474 0.494
C -1.013 -0.201 1.025
C 2.383 -0.484 -0.597
H -0.583 0.208 1.947
H 1.671 0.711 1.027
H -3.058 0.522 1.230
H -0.067 -0.781 -0.697
H 2.437 0.447 -1.138
H 2.470 -2.602 -1.320
H -1.278 -1.237 1.272
H 3.369 -0.666 -0.160
H -2.378 2.579 0.394
H 1.407 -1.037 1.294
H -2.146 1.861 -1.093
H -0.898 1.925 -0.008
H -2.654 -0.110 -0.330



Ranked by calculated energy, most stable first: b, a.



## a
21
Properties=species:S:1:pos:R:3 method="wB97M-V/def2-TZVPD" orbital_gap_ev=5.9 total_charge=+1 mol_weight_g_mol=117.172 lumo_ev=-7.3 homo_ha=-0.487
O -0.768 1.712 -1.509
N -1.068 0.405 1.264
N 1.817 0.972 0.926
C -1.043 -1.111 0.848
C 1.246 -1.315 -0.068
C -0.235 -1.276 -0.377
C -2.309 -0.228 0.658
C 1.882 0.061 -0.359
H 1.975 1.900 0.711
H 1.337 0.425 -1.221
H -0.753 -1.657 -1.280
H 1.535 -1.491 0.953
H -3.189 -0.177 1.334
H -0.703 0.872 0.428
H 1.824 -2.100 -0.525
H 2.979 0.057 -0.591
H -2.589 0.072 -0.345
H 0.899 0.940 1.408
H -1.686 1.673 -1.827
H -0.939 -1.756 1.754
H -0.214 2.024 -2.182



## b
21
Properties=species:S:1:pos:R:3 method="wB97M-V/def2-TZVPD" orbital_gap_ev=9.4 total_charge=+1 mol_weight_g_mol=117.172 lumo_ev=-4.1 homo_ha=-0.495
O 0.619 -1.047 -1.037
N 0.852 1.684 -1.218
N -1.536 -0.356 -0.056
C -2.187 -1.557 0.539
C 1.452 -0.410 -0.184
C -0.858 0.607 0.884
C 1.461 1.045 -0.093
C 0.668 0.144 1.104
H 2.301 1.612 0.374
H -2.905 -1.211 1.268
H -0.856 1.602 0.488
H 0.919 1.089 -1.984
H 1.288 2.553 -1.455
H -0.639 -0.792 -0.653
H 0.998 0.663 1.956
H 0.484 -0.850 1.629
H 2.444 -0.958 0.094
H -2.092 0.124 -0.659
H -1.369 0.580 1.872
H -1.370 -2.184 1.047
H -2.584 -2.128 -0.267



Ranked by calculated energy, most stable first: b, a.



## a
21
Properties=species:S:1:pos:R:3 method="wB97M-V/def2-TZVPD" orbital_gap_ev=10.0 total_charge=+1 mol_weight_g_mol=117.172 lumo_ev=-3.5 homo_ha=-0.495
O -0.126 3.445 -0.244
N 0.466 -1.028 1.041
N -0.309 -2.971 0.032
C -0.136 -2.179 1.069
C 0.095 0.187 -1.101
C -0.312 2.213 0.477
C -0.923 1.130 -0.430
C 1.105 -0.467 -0.160
H -1.054 2.502 1.222
H -0.858 -3.802 0.198
H 0.456 -0.483 1.894
H 0.697 0.803 -1.764
H 0.186 -2.968 -0.849
H -1.772 0.607 0.020
H -0.597 -2.501 1.991
H 1.663 -1.270 -0.638
H 0.646 1.938 0.921
H 1.883 0.229 0.133
H 0.664 3.402 -0.791
H -1.342 1.704 -1.255
H -0.430 -0.491 -1.766



## b
21
Properties=species:S:1:pos:R:3 method="wB97M-V/def2-TZVPD" orbital_gap_ev=9.6 total_charge=+1 mol_weight_g_mol=117.172 lumo_ev=-3.0 homo_ha=-0.462
O -0.228 1.977 0.176
N 1.752 -2.385 2.154
N -1.177 -0.151 1.621
C -0.169 -1.188 1.343
C -0.332 0.686 -3.356
C 0.160 1.495 -1.078
C -0.726 1.227 -2.016
C 0.789 -1.424 2.238
H -1.776 1.431 -1.862
H 0.785 -0.885 3.177
H 2.550 -2.255 2.755
H -0.904 0.763 1.170
H 0.469 2.533 0.543
H -1.308 -0.013 2.620
H 1.224 1.345 -1.204
H -0.897 -0.214 -3.593
H -0.287 -1.677 0.386
H 1.971 -2.726 1.231
H -2.076 -0.417 1.222
H -0.554 1.412 -4.135
H 0.733 0.466 -3.395



## c
21
Properties=species:S:1:pos:R:3 method="wB97M-V/def2-TZVPD" orbital_gap_ev=11.2 total_charge=+1 mol_weight_g_mol=117.172 lumo_ev=-3.5 smiles="CCC[C@@H]([NH3+])C(N)=O" homo_ha=-0.538
O -0.668 1.071 2.343
N 1.434 0.458 1.873
N -1.543 1.214 -0.141
C 0.166 0.775 1.514
C 0.313 -2.250 -2.481
C -0.122 0.635 0.000
C -0.076 -0.789 -0.571
C 0.580 -0.845 -1.970
H 2.063 0.079 1.187
H -1.786 1.355 -1.133
H -2.242 0.616 0.323
H 0.567 -1.427 0.064
H -1.114 -1.168 -0.653
H 0.547 1.251 -0.597
H 0.271 -0.043 -2.666
H -0.688 -2.256 -2.900
H 0.336 -2.991 -1.695
H -1.479 2.126 0.400
H 1.514 0.404 2.879
H 1.671 -0.663 -2.013
H 1.026 -2.496 -3.280



Ranked by calculated energy, most stable first: c, a, b.



## a
21
Properties=species:S:1:pos:R:3 method="wB97M-V/def2-TZVPD" orbital_gap_ev=10.3 total_charge=+1 mol_weight_g_mol=117.172 lumo_ev=-3.1 smiles="C[C@H](C=O)NCC[NH3+]" homo_ha=-0.490
O 2.041 0.533 0.007
N 0.980 -1.644 1.711
N -0.658 0.498 0.429
C -0.772 1.612 -1.825
C -0.430 -1.813 1.128
C 1.386 1.354 -0.587
C -0.100 1.538 -0.447
C -0.600 -0.870 -0.051
H 1.426 -0.853 1.204
H 1.855 2.010 -1.341
H 0.879 -1.532 2.712
H 0.162 -1.020 -0.820
H 1.619 -2.374 1.418
H -0.588 -2.821 0.856
H -0.152 2.104 -2.575
H -1.713 2.127 -1.736
H -0.237 2.489 0.067
H -1.510 -1.188 -0.574
H -1.080 -1.492 1.927
H -1.603 0.746 0.681
H -0.904 0.595 -2.183



## b
21
Properties=species:S:1:pos:R:3 method="wB97M-V/def2-TZVPD" orbital_gap_ev=11.0 total_charge=+1 mol_weight_g_mol=117.172 lumo_ev=-3.0 smiles="CC[NH2+]CC(=O)NC" homo_ha=-0.515
O 0.936 0.666 0.953
N 2.301 -0.119 -0.656
N -1.248 0.451 -0.095
C -0.242 -0.363 -0.816
C 2.380 -0.886 -2.000
C 1.113 0.142 -0.107
C -3.064 0.471 1.641
C -1.760 -0.244 1.206
H 2.287 -0.202 -2.886
H 3.480 -1.236 -2.157
H 3.233 0.067 -0.388
H -0.853 1.295 0.245
H -3.678 0.207 0.788
H -0.866 -0.343 1.998
H -3.429 -0.058 2.645
H -1.810 -1.392 1.148
H -2.904 1.628 1.862
H 1.715 -1.775 -2.067
H -0.135 -1.456 -0.798
H -2.210 0.677 -0.565
H -0.252 0.215 -1.727



## c
21
Properties=species:S:1:pos:R:3 method="wB97M-V/def2-TZVPD" orbital_gap_ev=11.7 total_charge=+1 mol_weight_g_mol=117.172 lumo_ev=-3.3 smiles="CC(C)[C@H]([NH3+])C(N)=O" homo_ha=-0.549
O -1.287 -1.521 -0.793
N -1.739 -0.855 1.320
N 1.136 -1.079 -0.875
C 0.497 -0.398 0.362
C -0.945 -0.996 0.252
C 1.844 1.760 0.503
C -0.372 1.652 -0.905
C 0.505 1.072 0.267
H 1.760 2.824 0.682
H 0.334 -1.346 -1.477
H -0.501 0.897 -1.678
H 1.710 -0.458 -1.453
H 2.327 1.213 1.315
H 0.154 2.511 -1.322
H -1.336 2.023 -0.573
H 2.483 1.625 -0.380
H 1.664 -1.892 -0.595
H -0.123 1.358 1.132
H 1.080 -0.797 1.191
H -2.692 -1.170 1.274
H -1.393 -0.482 2.172



Ranked by calculated energy, most stable first: c, a, b.



## a
15
Properties=species:S:1:pos:R:3 method="wB97M-V/def2-TZVPD" orbital_gap_ev=9.3 mol_weight_g_mol=149.240 lumo_ev=0.3 homo_ha=-0.330
S 1.188 -0.599 -1.140
S -1.343 -1.707 0.195
O -2.524 1.966 0.186
N -0.571 0.977 0.732
C 2.727 -0.204 -0.137
C -1.810 0.969 0.198
C 0.095 -0.796 0.339
C -2.218 -0.323 -0.553
H -1.861 -0.141 -1.499
H -3.240 -0.526 -0.503
H 2.422 -0.271 0.882
H 2.979 0.784 -0.513
H 0.627 -0.979 1.210
H -0.091 1.732 0.972
H 3.620 -0.883 -0.368



## b
15
Properties=species:S:1:pos:R:3 method="wB97M-V/def2-TZVPD" orbital_gap_ev=8.0 mol_weight_g_mol=149.240 lumo_ev=-1.0 homo_ha=-0.329
S 1.152 1.669 0.306
S 1.681 -0.895 -0.770
O -2.246 1.263 -0.641
N -0.571 -1.806 0.770
C -1.503 -0.686 0.435
C -0.137 -0.641 1.148
C 0.838 0.011 0.277
C -1.687 -0.137 -1.012
H -0.042 -0.351 2.090
H -2.370 -1.045 1.247
H -0.046 2.043 1.135
H -0.049 -2.380 0.037
H -2.719 1.244 0.885
H -2.404 -0.612 -1.675
H -0.804 -0.033 -1.660



Ranked by calculated energy, most stable first: a, b.



## a
15
Properties=species:S:1:pos:R:3 method="wB97M-V/def2-TZVPD" orbital_gap_ev=8.5 mol_weight_g_mol=149.240 lumo_ev=-0.3 homo_ha=-0.321
S -0.965 -1.186 1.823
S 0.486 -2.707 -0.475
O 1.913 -0.060 0.502
N -1.344 0.235 -1.157
C 0.559 -0.075 0.331
C 0.143 0.577 -0.920
C -0.056 -1.389 0.404
C -0.241 0.401 1.581
H -1.466 -0.556 -1.794
H -0.887 1.354 1.437
H 2.153 -0.495 -0.343
H -1.890 1.297 -1.428
H 0.452 0.620 2.394
H 0.255 1.702 -0.601
H 0.887 0.282 -1.754



## b
15
Properties=species:S:1:pos:R:3 method="wB97M-V/def2-TZVPD" orbital_gap_ev=8.0 mol_weight_g_mol=149.240 lumo_ev=-1.0 smiles="CCSC(=S)C(N)=O" homo_ha=-0.329
S 2.193 -1.359 -0.144
S -0.956 -1.011 0.118
O 0.238 1.782 -0.775
N 1.963 1.685 0.595
C -2.013 0.440 0.112
C 0.745 -0.440 0.057
C -3.674 -0.078 -0.016
C 0.914 1.062 -0.140
H -1.711 1.257 -0.616
H 2.794 1.274 0.825
H -4.039 -0.205 1.234
H -3.826 -0.932 -0.691
H -1.912 0.797 1.251
H 1.707 2.892 0.774
H -4.276 0.889 -0.405



## c
15
Properties=species:S:1:pos:R:3 method="wB97M-V/def2-TZVPD" orbital_gap_ev=8.8 mol_weight_g_mol=149.240 lumo_ev=0.3 smiles="C[C@H]1SSN(C)C1=O" homo_ha=-0.310
S -2.245 0.043 0.143
S -1.105 -1.258 -1.005
O 1.387 0.308 1.395
N 0.239 -1.202 0.048
C -0.626 2.150 -0.520
C -0.813 1.044 0.524
C 1.215 -2.270 -0.087
C 0.468 -0.053 0.680
H 1.220 -2.505 -1.145
H 0.770 -3.054 0.403
H -1.091 1.462 1.602
H -0.826 1.765 -1.463
H -1.159 3.056 -0.308
H 2.179 -1.878 0.247
H 0.388 2.392 -0.514



Ranked by calculated energy, most stable first: c, a, b.



## a
22
Properties=species:S:1:pos:R:3 method="wB97M-V/def2-TZVPD" orbital_gap_ev=9.2 total_charge=+1 mol_weight_g_mol=124.160 lumo_ev=-4.5 homo_ha=-0.503
O 1.295 -4.290 2.002
O 1.587 2.648 0.648
O -1.552 2.065 -2.418
N 0.199 0.530 -0.576
C -0.585 -0.282 0.283
C -1.292 0.415 1.394
C -0.563 -1.612 0.129
C 0.541 0.216 -1.767
H -1.783 1.338 1.129
H -0.632 0.454 2.267
H 1.907 -3.992 2.659
H 1.149 3.212 1.323
H 1.286 0.688 -2.394
H 0.072 -2.024 -0.641
H -1.396 2.527 -3.232
H 2.504 2.692 0.933
H -2.027 -0.299 1.778
H 0.009 -0.600 -2.243
H 1.326 -5.224 1.934
H 0.502 1.476 -0.301
H -2.475 2.010 -2.223
H -1.016 -2.283 0.841



## b
22
Properties=species:S:1:pos:R:3 method="wB97M-V/def2-TZVPD" orbital_gap_ev=11.7 total_charge=+1 mol_weight_g_mol=124.160 lumo_ev=-3.0 homo_ha=-0.538
O -2.854 -0.860 -1.295
O 1.652 0.411 -1.563
O -1.628 -0.220 1.726
N -0.730 0.499 -0.762
C 0.212 -0.320 0.119
C 2.612 0.854 0.658
C -0.186 -0.133 1.598
C 1.708 0.002 -0.200
H -0.803 0.076 -1.676
H -3.718 -0.510 -1.023
H 2.799 0.304 1.592
H 2.151 -1.014 -0.166
H 0.051 -1.353 -0.137
H 3.654 0.983 0.250
H -0.337 1.429 -0.931
H -0.014 0.824 2.077
H -3.119 -1.664 -1.760
H -1.783 -1.064 2.152
H 2.505 0.154 -1.952
H 0.116 -1.056 2.124
H -1.677 0.479 -0.394
H 2.172 1.826 0.926



Ranked by calculated energy, most stable first: b, a.



## a
11
Properties=species:S:1:pos:R:3 method="wB97M-V/def2-TZVPD" orbital_gap_ev=8.8 mol_weight_g_mol=133.128 lumo_ev=-1.3 homo_ha=-0.368
S -0.137 -1.014 -0.646
O 0.426 1.611 2.023
O -0.967 -1.543 -1.703
O 1.070 -1.702 -0.322
N 0.826 1.399 -0.242
C 0.677 0.620 -1.210
C -0.820 -0.429 0.895
C 0.278 1.143 0.960
H 1.090 0.881 -2.220
H -0.672 -1.058 1.632
H -1.770 0.093 0.832



## b
11
Properties=species:S:1:pos:R:3 method="wB97M-V/def2-TZVPD" orbital_gap_ev=9.8 mol_weight_g_mol=133.128 lumo_ev=0.4 smiles="O=c1cc(O)on1S" homo_ha=-0.346
S 2.462 -1.382 0.160
O -0.803 2.373 0.230
O -0.359 -2.246 -0.498
O 0.955 0.848 0.135
N 1.056 -0.528 -0.332
C -1.091 0.121 -0.331
C -0.320 1.170 0.020
C -0.192 -1.058 -0.448
H 2.133 -1.697 1.482
H -1.737 2.349 0.262
H -2.104 0.049 -0.680



## c
11
Properties=species:S:1:pos:R:3 method="wB97M-V/def2-TZVPD" orbital_gap_ev=8.7 mol_weight_g_mol=133.128 lumo_ev=-1.6 smiles="O=CNSC(=O)C=O" homo_ha=-0.378
S -0.254 -0.983 0.548
O -2.808 -0.913 -0.585
O -0.704 1.723 0.321
O 3.276 0.267 -0.518
N 1.393 -0.358 0.617
C -2.473 0.226 -0.292
C -1.134 0.575 0.208
C 2.233 -0.366 -0.445
H 1.699 -0.070 1.543
H -3.213 1.036 -0.275
H 1.985 -1.136 -1.122



Ranked by calculated energy, most stable first: c, b, a.



## a
18
Properties=species:S:1:pos:R:3 method="wB97M-V/def2-TZVPD" orbital_gap_ev=8.1 mol_weight_g_mol=165.217 lumo_ev=-0.5 smiles="C=C(C#N)c1cccs1.C=O" homo_ha=-0.317
S 0.785 -0.030 2.514
O -1.948 2.303 -1.751
N 2.139 -0.839 -2.287
C 1.819 -0.409 -1.302
C 0.221 -1.791 0.578
C 1.318 0.327 -0.130
C 1.727 1.615 0.069
C -0.110 -1.404 2.874
C 0.734 -0.499 0.778
C -1.303 1.990 -2.684
C -0.270 -2.238 1.812
H -0.258 1.717 -2.622
H 1.734 2.184 0.971
H -0.352 -1.634 3.837
H -0.891 -3.113 1.933
H 0.172 -2.238 -0.404
H -1.761 1.701 -3.673
H 2.316 2.002 -0.708



## b
18
Properties=species:S:1:pos:R:3 method="wB97M-V/def2-TZVPD" orbital_gap_ev=8.8 mol_weight_g_mol=165.217 lumo_ev=-1.0 smiles="N#CC(=O)c1ccccc1.S" homo_ha=-0.359
S 1.516 -2.829 0.241
O -0.694 -1.475 2.092
N -1.703 1.217 3.540
C -1.025 0.642 2.819
C -0.544 -0.293 1.843
C -0.104 1.454 -2.045
C 0.135 1.541 0.322
C -0.391 0.267 0.491
C -0.620 -0.537 -0.671
C -0.514 0.076 -1.914
C 0.272 2.095 -0.908
H -0.771 -1.607 -0.667
H 0.781 3.098 -0.980
H 2.127 -3.679 1.058
H 0.074 1.873 -3.085
H -0.944 -0.437 -2.707
H 2.093 -3.628 -0.642
H 0.313 2.222 1.214



Ranked by calculated energy, most stable first: b, a.